(1)
{"formula": "C45H76NO34", "method": "ωB97M-V/def2-TZVPD", "charge": 1, "multiplicity": 1, "homo_lumo_gap_ev": 5.753, "symbols": ["C", "C", "C", "C", "C", "C", "N", "O", "C", "C", "C", "H", "H", "H", "H", "H", "H", "H", "H", "H", "H", "H", "H", "H", "H", "H", "H", "H", "H", "C", "C", "O", "C", "O", "O", "H", "H", "H", "H", "C", "C", "O", "C", "O", "O", "H", "H", "H", "H", "C", "C", "O", "C", "O", "O", "H", "H", "H", "H", "C", "C", "O", "C", "O", "O", "H", "H", "H", "H", "C", "C", "O", "C", "O", "O", "H", "H", "H", "H", "C", "C", "O", "C", "O", "O", "H", "H", "H", "H", "C", "C", "O", "C", "O", "O", "H", "H", "H", "H", "C", "C", "O", "C", "O", "O", "H", "H", "H", "H", "C", "C", "O", "C", "O", "O", "H", "H", "H", "H", "C", "C", "O", "C", "O", "O", "H", "H", "H", "H", "C", "C", "O", "H", "H", "H", "H", "H", "H", "C", "C", "O", "H", "H", "H", "H", "H", "H", "C", "C", "O", "H", "H", "H", "H", "H", "H"], "coordinates": [[1.89728, 1.08032, -0.65724], [1.66572, 0.13885, 0.61188], [0.67462, 0.79461, 1.55712], [-0.80440, 0.77837, 1.25161], [-1.35052, -0.64158, 1.05135], [-0.50321, -1.48763, 0.03843], [1.01475, -1.21722, 0.21427], [1.81970, -2.26791, -0.29833], [-0.84273, -1.01164, -1.35180], [-0.99461, -3.03023, 0.21933], [3.05777, -0.20636, 1.26925], [2.45815, 1.99763, -0.47820], [0.97316, 1.47752, -1.07719], [2.51922, 0.56581, -1.38974], [0.88625, 1.83634, 1.79821], [0.70729, 0.37769, 2.56371], [-0.97573, 1.33890, 0.33262], [-1.34039, 1.49104, 1.87844], [-2.35972, -0.59924, 0.64173], [-1.44674, -1.16021, 2.00522], [-0.51591, -0.04870, -1.74425], [-1.90183, -1.06707, -1.60345], [-0.39250, -1.60524, -2.14743], [-1.81591, -3.27215, -0.45525], [-1.57676, -3.26982, 1.10916], [-0.20041, -3.75934, 0.05886], [3.03897, -0.73632, 2.22156], [3.58491, 0.71160, 1.52920], [3.76233, -0.66699, 0.57678], [5.87831, 4.54928, -0.96719], [6.91131, 3.89982, -1.91927], [6.33146, 2.71230, -2.23764], [5.61140, 2.22437, -1.26993], [5.30154, 1.02488, -1.01167], [5.33440, 3.36383, -0.38909], [5.02881, 5.04506, -1.43693], [6.37598, 5.21126, -0.25853], [7.88341, 3.83537, -1.43040], [7.05168, 4.39406, -2.88058], [-5.80743, 1.35960, 2.26511], [-4.64879, 2.09753, 1.57125], [-5.14119, 2.22280, 0.27239], [-6.12047, 1.39710, 0.04888], [-6.68007, 1.30610, -1.05423], [-6.52140, 0.83042, 1.14504], [-6.35568, 2.08015, 2.87201], [-5.34319, 0.64592, 2.94575], [-3.77789, 1.44290, 1.60439], [-4.24015, 2.94691, 2.11868], [-2.18512, -0.64360, -5.31979], [-0.82778, 0.16443, -5.09180], [-0.28859, 0.26489, -6.37784], [-0.85975, -0.67155, -7.21336], [-0.63386, -0.74231, -8.45572], [-1.87228, -1.31986, -6.52643], [-2.96404, 0.07626, -5.57118], [-2.42800, -1.34967, -4.52571], [-0.12378, -0.29874, -4.40044], [-1.05007, 1.17321, -4.74390], [-4.10436, -5.52216, -0.01425], [-3.90756, -6.87563, -0.76159], [-3.19178, -6.48570, -1.91170], [-3.39546, -5.20537, -2.14506], [-3.19282, -4.56275, -3.15468], [-3.86602, -4.62559, -1.04113], [-3.42126, -5.31864, 0.81041], [-5.09390, -5.23173, 0.33866], [-4.85334, -7.35690, -1.01054], [-3.27914, -7.52324, -0.15021], [4.23242, -3.22656, 3.20763], [5.24974, -4.29967, 2.74508], [6.41692, -3.63959, 2.50357], [6.26986, -2.33582, 2.92208], [7.10521, -1.51573, 2.81866], [4.97654, -2.03850, 3.26457], [3.78950, -3.37469, 4.19250], [3.50667, -3.28399, 2.39640], [4.86546, -4.80321, 1.85802], [5.34402, -5.04560, 3.53426], [-1.28348, 5.32157, -3.95901], [-1.87380, 4.40755, -4.98916], [-2.16144, 3.17983, -4.40066], [-1.67551, 3.25579, -3.08929], [-1.80905, 2.34651, -2.28411], [-1.19300, 4.45144, -2.87050], [-2.07002, 6.05784, -3.79351], [-0.31555, 5.66449, -4.32452], [-1.13798, 4.31901, -5.78844], [-2.87241, 4.71182, -5.30268], [-7.09465, -2.10061, -3.80631], [-6.26139, -1.76976, -4.96066], [-5.10802, -1.20136, -4.36802], [-5.07253, -1.57905, -3.07484], [-4.14200, -1.28278, -2.37732], [-6.23627, -2.08560, -2.67140], [-7.53679, -3.08621, -3.95187], [-7.75191, -1.23435, -3.73078], [-6.67058, -1.09318, -5.71093], [-5.99685, -2.64527, -5.55364], [-2.62014, 3.55827, 5.90355], [-1.19140, 3.15856, 5.62892], [-1.36572, 2.08762, 4.62574], [-2.70056, 1.83389, 4.47739], [-3.19685, 0.92559, 3.82636], [-3.45252, 2.51995, 5.43010], [-2.89836, 4.51037, 5.45167], [-2.90063, 3.57378, 6.95673], [-0.79320, 2.72134, 6.54455], [-0.64079, 4.02283, 5.25743], [1.26101, 5.47860, 0.51008], [0.34064, 6.73380, 0.56312], [-0.74047, 6.35265, 1.33252], [-0.58245, 5.06296, 1.75492], [-1.43758, 4.37372, 2.27192], [0.55669, 4.55809, 1.31839], [2.23392, 5.72174, 0.93721], [1.45574, 5.05749, -0.47625], [0.04816, 7.13999, -0.40516], [0.91030, 7.41062, 1.19992], [-1.38284, -2.04783, 5.41425], [-0.21612, -2.56926, 6.23184], [0.84559, -2.45835, 5.19677], [0.34676, -2.57111, 3.99646], [0.81896, -2.63233, 2.86887], [-1.02628, -2.39358, 4.07745], [-1.31653, -0.96561, 5.52614], [-2.27901, -2.57066, 5.74836], [-0.47143, -3.58754, 6.52513], [0.02753, -1.82136, 6.98641], [4.17415, -0.38367, -4.39658], [3.22546, -1.61725, -4.23810], [2.19297, -1.62853, -5.14741], [5.04152, -0.48554, -3.74437], [3.56351, 0.47373, -4.11358], [4.45937, -0.22260, -5.43620], [2.76237, -1.86412, -3.28274], [3.91978, -2.42756, -4.46033], [1.64504, -2.32760, -4.78313], [2.32917, 4.51098, 4.35529], [3.54574, 3.56188, 4.00713], [3.87535, 3.85057, 2.69380], [1.40959, 4.36126, 3.78956], [2.37591, 5.59186, 4.22262], [2.15386, 4.30488, 5.41118], [3.15358, 2.55194, 4.12688], [4.47243, 3.68750, 4.56711], [4.35487, 3.06984, 2.40723], [2.05811, -7.01651, -0.32262], [2.66410, -5.73039, -0.18714], [4.06855, -5.90284, -0.00705], [2.49878, -7.57476, -1.14863], [1.00379, -6.79939, -0.49397], [2.08663, -7.56227, 0.62047], [2.26901, -5.26643, 0.71661], [2.50563, -5.05980, -1.03170], [4.49332, -6.42978, -0.68787]], "forces_ev_per_a": [[-0.133, -0.800, -0.223], [1.016, 0.181, 0.206], [-0.790, 0.409, 2.119], [-0.235, 0.295, -2.172], [0.391, 0.583, 0.592], [-1.560, -0.743, 1.689], [3.842, -6.534, -4.247], [-5.038, 7.308, 3.703], [0.537, 0.107, -2.725], [0.360, 0.620, -0.531], [-0.103, 0.600, -0.236], [0.238, -0.288, 1.155], [-0.241, -0.605, -0.076], [-0.330, -0.221, -0.190], [0.771, 0.149, -0.700], [0.618, -0.667, 0.084], [0.157, -0.174, -0.710], [-0.057, -0.819, 0.881], [0.028, -0.079, -0.176], [0.324, -0.082, -0.018], [-0.024, 0.589, 1.097], [-0.240, -0.045, 0.729], [0.269, -0.872, 0.309], [0.426, 0.584, -1.038], [0.968, 0.669, 0.886], [0.000, 0.184, 0.107], [-0.590, -0.385, -0.303], [-0.415, 0.451, -0.213], [-0.377, -0.284, -0.090], [0.301, -0.692, -0.759], [0.121, 3.271, -0.301], [-0.089, -3.218, -1.380], [-1.260, -2.386, 3.802], [0.913, 5.666, -1.407], [-0.132, -2.548, -0.214], [0.329, 0.324, -0.335], [-0.298, -0.324, 0.288], [-0.027, -0.564, 0.090], [0.047, 0.410, 0.259], [1.483, 1.036, 0.523], [0.630, -1.774, 1.448], [2.046, 2.202, -0.802], [-2.703, 0.554, -4.496], [1.546, -0.298, 2.784], [-0.815, -1.461, 2.296], [-0.787, -0.267, -0.340], [-0.693, -0.527, -0.370], [0.044, -0.304, -0.617], [-0.837, 0.825, -0.706], [2.004, 1.264, -0.031], [-1.689, -0.108, 0.883], [0.104, -1.096, -1.585], [-0.505, 0.952, -3.609], [-0.748, -0.192, 5.758], [1.246, -0.383, -1.553], [-0.274, -0.209, 0.509], [-0.149, 0.190, -0.222], [0.058, -0.278, -0.138], [0.041, -0.182, 0.022], [-0.554, -0.359, 0.264], [-0.103, 0.237, 1.908], [0.223, -1.220, -0.863], [0.210, 2.437, -1.556], [0.009, -1.529, 1.241], [0.100, 1.929, -0.620], [0.317, -0.353, -0.037], [-0.207, -0.859, 0.145], [0.132, -0.003, -0.173], [-0.141, -0.239, -0.318], [-0.244, -1.268, -0.488], [-2.306, -1.645, 1.098], [1.072, 2.044, 0.602], [-0.354, -0.007, -1.486], [0.836, 0.496, 0.422], [0.906, -0.266, -0.245], [-0.130, -0.296, -0.220], [-0.560, 1.078, 0.398], [0.350, 0.043, -0.092], [0.428, -0.167, 0.003], [-1.198, -0.169, -0.884], [-0.856, 0.274, -2.317], [1.406, -0.860, 2.564], [-2.164, -3.071, -0.067], [0.884, 1.999, -1.598], [1.380, 0.601, 2.252], [0.820, 0.628, 0.586], [-0.107, 0.394, 0.715], [-0.525, -0.414, -0.447], [0.452, 0.638, -0.723], [-1.631, 0.429, 0.320], [1.418, -0.413, -2.253], [0.237, -0.320, -0.188], [1.023, 1.958, 0.646], [-0.229, -0.753, 0.108], [0.389, -0.718, -0.279], [-0.459, 0.345, 0.506], [-0.806, -0.615, 0.677], [-0.222, 0.331, 0.487], [0.432, -0.237, 0.157], [-1.181, 0.841, 1.288], [-0.894, -0.688, -0.075], [-0.842, 0.881, -0.035], [-1.239, -2.257, 1.246], [1.555, 2.117, 0.810], [1.361, -0.781, -2.534], [-0.002, -0.064, -0.169], [0.571, 0.530, 0.145], [0.556, -0.060, -0.381], [0.323, -0.578, -0.200], [0.201, 0.774, -0.469], [2.303, 0.137, 0.156], [-1.500, -1.514, 1.091], [-2.351, -0.827, -0.796], [1.124, 1.406, 0.156], [0.890, -0.614, 0.139], [-0.063, -0.296, 0.242], [-0.425, -0.101, -0.020], [-0.049, 0.012, 0.232], [-0.167, 0.820, -0.649], [0.793, -0.025, 0.334], [-0.129, 0.895, -1.534], [1.287, -1.102, 1.349], [-2.461, 1.280, -2.854], [0.447, -0.272, 2.591], [0.058, -0.559, 0.126], [-1.020, 0.104, -0.285], [-0.301, 0.663, -0.441], [1.095, -0.047, 0.258], [0.249, -0.820, 0.322], [-1.991, -0.220, 0.762], [2.816, -0.146, -0.108], [-1.274, 0.196, -0.846], [-0.080, 0.088, -0.079], [0.357, 0.456, 0.141], [0.032, -0.406, 0.040], [0.695, 0.768, 0.811], [-0.050, -0.684, 0.102], [-0.564, -0.064, -0.723], [0.619, -0.485, 0.909], [-1.921, 1.786, 0.246], [0.312, -0.597, -1.643], [0.155, -1.162, -0.143], [1.254, 0.094, 0.179], [-0.473, 0.286, 0.139], [0.148, -0.260, 0.048], [-0.456, 0.170, 0.901], [0.347, 0.179, -0.734], [-2.020, -1.609, -0.235], [2.040, 1.438, 0.168], [0.588, 0.846, 0.924], [-0.272, -0.235, 0.053], [-0.322, -0.566, -0.412], [0.325, -0.236, -0.171], [0.287, 0.410, 0.059], [-0.272, 0.045, -0.131], [-0.411, -0.042, -0.248]]}

=====

(2)
{"formula": "C6H8N4", "method": "ωB97M-V/def2-TZVPD", "multiplicity": 1, "homo_lumo_gap_ev": 7.465, "smiles": "C/C=C1/N=CN=N1.C=C=N", "symbols": ["C", "C", "C", "N", "C", "N", "N", "H", "H", "H", "H", "H", "C", "C", "N", "H", "H", "H"], "coordinates": [[0.67264, 1.70627, -0.37747], [1.01856, 0.36636, -1.08140], [1.09812, -0.82503, -0.47280], [1.44225, -2.03715, -1.17333], [1.71190, -2.86842, -0.23135], [1.53294, -2.31482, 1.02691], [1.17148, -1.09840, 0.89126], [1.47463, 1.85444, 0.35750], [-0.44196, 1.48241, -0.25337], [0.81398, 2.52174, -1.03681], [1.63384, 0.30321, -2.01744], [1.87992, -3.86085, -0.31751], [-1.42452, -0.50773, 1.68852], [-1.97645, -1.04718, 0.66663], [-2.50273, -1.23199, -0.40779], [-1.80783, 0.49690, 1.88313], [-0.56255, -0.94248, 2.13342], [-3.27292, -1.68410, -0.70591]], "forces_ev_per_a": [[-0.446, -2.913, -1.457], [2.246, 0.971, -0.044], [0.672, -2.101, -0.539], [0.380, 0.846, -0.447], [-1.776, 3.375, -0.408], [0.180, 0.963, 1.323], [0.013, -0.399, 0.521], [-1.221, -0.210, 0.911], [1.508, 1.116, 1.234], [-0.202, 0.688, -1.013], [-1.575, 0.411, 0.163], [0.832, -2.907, -0.485], [0.151, 0.874, 1.128], [-1.818, -0.108, -1.831], [3.673, 1.686, 0.370], [0.289, -0.357, 0.407], [0.158, 0.072, 0.614], [-3.060, -2.009, -0.447]]}